{"formula": "C4H4O3", "method": "ωB97M-V/def2-TZVPD", "elements": ["O", "C", "C", "C", "O", "C", "O", "H", "H", "H", "H"], "coordinates": [[-1.4269, 1.5712, 0.9823], [-0.9685, 1.1677, -0.0544], [-0.0318, -0.0206, -0.1410], [-0.3009, -1.2268, 0.6463], [-0.5803, -1.1830, -0.7454], [1.3791, 0.3023, -0.5353], [1.8716, 1.3845, -0.3332], [-1.2167, 1.6324, -1.0279], [0.5200, -1.8814, 0.9374], [-1.1676, -1.2196, 1.3049], [1.9221, -0.5266, -1.0338]], "atomic_forces_ev_per_a": [[0.17, -0.22, -0.48], [-0.20, 0.12, 0.39], [0.07, 0.19, 0.11], [0.03, -0.11, 0.26], [-0.08, -0.06, -0.19], [0.16, 0.36, 0.07], [-0.22, -0.50, -0.17], [0.03, 0.01, 0.09], [-0.11, 0.11, -0.08], [0.14, 0.03, -0.11], [-0.01, 0.05, 0.11]], "mulliken_charge": [-0.429, -0.201, 1.077, -0.536, -0.444, -0.188, -0.458, 0.330, 0.260, 0.240, 0.348], "smiles": "O=CC1(C=O)CO1", "homo_ev": -10.19, "multiplicity": 1, "relative_energy_ev": 2.3068, "total_charge": 0, "orbital_gap_ev": 10.59}

=====

{"formula": "C4H4O3", "method": "ωB97M-V/def2-TZVPD", "elements": ["C", "C", "O", "C", "O", "C", "O", "H", "H", "H", "H"], "coordinates": [[-1.4401, 0.3073, -0.5886], [-0.4172, -0.7581, -0.3133], [-0.3400, -1.8171, -0.8890], [0.5955, -0.4677, 0.8051], [0.4955, -0.9151, 1.9220], [1.7797, 0.4231, 0.4317], [1.8575, 0.9388, -0.6553], [-2.0413, 0.4896, 0.3099], [-2.0859, -0.0062, -1.4109], [-0.9302, 1.2421, -0.8484], [2.5264, 0.5635, 1.2366]], "atomic_forces_ev_per_a": [[-0.04, -0.01, -0.07], [-0.13, -0.33, -0.19], [0.00, 0.47, 0.24], [-0.02, -0.24, 0.43], [0.01, 0.24, -0.54], [0.13, 0.28, -0.42], [-0.04, -0.26, 0.56], [0.11, -0.03, -0.09], [0.09, 0.03, 0.12], [-0.06, -0.13, 0.05], [-0.05, -0.03, -0.09]], "mulliken_charge": [-1.005, 0.671, -0.509, 0.419, -0.480, 0.032, -0.436, 0.331, 0.284, 0.326, 0.368], "smiles": "CC(=O)C(=O)C=O", "homo_ev": -9.79, "multiplicity": 1, "relative_energy_ev": 1.3026, "total_charge": 0, "orbital_gap_ev": 8.73}